P | C5H14 | the ωB97M-V functional and the def2-TZVPD basis

Element x y z (Å)
1 C -1.5643 -0.6074 1.6239
2 C -1.1871 0.8118 1.1533
3 C -2.1496 1.3089 0.0433
4 H -1.0825 -1.3246 0.9685
5 H -2.6414 -0.7164 1.5347
6 H -1.1973 -0.7663 2.6391
7 H -1.1837 1.5660 1.9419
8 H -0.1769 0.8364 0.7522
9 H -2.7365 0.5179 -0.4181
10 H -2.8098 2.0673 0.4695
11 H -1.6249 1.7665 -0.7986
12 C 1.9673 -1.3416 -1.0016
13 C 2.6125 -0.0443 -1.4497
14 H 2.6238 -2.1936 -1.1846
15 H 1.6267 -1.2696 0.0199
16 H 1.0932 -1.5751 -1.6239
17 H 1.9649 0.8358 -1.4025
18 H 3.0141 -0.0971 -2.4577
19 H 3.4513 0.2253 -0.8097

Its structure (SMILES) is CCC.CC. For the HOMO energy, the calculation gives -0.4168 Ha. The total charge is 0.

Here is what Mulliken gives for the atomic charges, in e: C -1.132; C -0.019; C -1.115; H 0.246; H 0.396; H 0.304; H 0.331; H 0.065; H 0.338; H 0.284; H 0.300; C -0.758; C -0.896; H 0.339; H 0.220; H 0.241; H 0.269; H 0.321; H 0.268

***

Q | C5H14 | the ωB97M-V functional and the def2-TZVPD basis

Element x y z (Å)
1 C -1.0167 1.1444 -0.1162
2 C 0.3824 1.7802 -0.1295
3 C 0.7236 2.4865 -1.4585
4 H -1.1017 0.4973 -0.9745
5 H -1.6665 2.0088 0.0216
6 H -1.0125 0.4154 0.7178
7 H 0.4984 2.5101 0.6763
8 H 1.1390 0.9823 0.0341
9 H 0.7023 1.7301 -2.2421
10 H 0.0827 3.3209 -1.7817
11 H 1.6406 2.9946 -1.1637
12 C -0.2474 -1.7515 0.8927
13 C 0.1427 -3.2325 0.7723
14 H -0.6357 -1.4362 1.8655
15 H 0.7041 -1.1947 0.8001
16 H -0.9172 -1.4515 0.0959
17 H -0.6216 -3.8895 1.1727
18 H 1.1362 -3.4811 1.1512
19 H 0.0674 -3.4337 -0.3340

Its structure (SMILES) is CCC.CC. For the HOMO energy, the calculation gives -0.4008 Ha. The total charge is 0.

Here is what Mulliken gives for the atomic charges, in e: C -0.947; C -0.163; C -1.122; H 0.318; H 0.390; H 0.129; H 0.327; H 0.157; H 0.315; H 0.292; H 0.328; C -0.647; C -0.993; H 0.322; H 0.196; H 0.243; H 0.302; H 0.302; H 0.250

***

R | C5H14 | the ωB97M-V functional and the def2-TZVPD basis

Element x y z (Å)
1 C -0.3289 0.1785 -1.7490
2 C -0.9427 1.5891 -1.6625
3 C -0.1718 2.4814 -0.6239
4 H -0.6903 -0.3869 -2.5314
5 H -0.6022 -0.3589 -0.8125
6 H 0.8403 0.2410 -1.8397
7 H -0.8686 2.1065 -2.5882
8 H -2.0375 1.5593 -1.4320
9 H 0.8648 2.8192 -1.0535
10 H -0.8095 3.3113 -0.4744
11 H 0.2160 2.0939 0.3786
12 C 0.9120 -1.3771 2.0346
13 C 0.1310 -2.5250 1.4703
14 H 0.8758 -1.4041 3.1605
15 H 1.9651 -1.5458 1.7585
16 H 0.5801 -0.3348 1.9800
17 H 0.0916 -2.4287 0.4395
18 H -0.7345 -2.5368 2.0662
19 H 0.7092 -3.4820 1.4790

Its structure (SMILES) is CCC.CC. For the HOMO energy, the calculation gives -0.4117 Ha. The total charge is 0.

Here is what Mulliken gives for the atomic charges, in e: C -0.883; C -0.306; C -0.932; H 0.418; H 0.090; H 0.242; H 0.274; H 0.310; H 0.261; H 0.316; H 0.201; C -0.779; C -0.817; H 0.300; H 0.267; H 0.215; H 0.256; H 0.268; H 0.299

***

Stability ranking, top and bottom: P is the most stable and R is the least stable.

***

P | C3H11N3O | the ωB97M-V functional and the def2-TZVPD basis

Element x y z (Å)
1 C -0.6692 -0.2851 -1.0836
2 N -1.8819 0.4648 -1.2522
3 N -0.8578 -1.6984 -1.0942
4 H -2.5495 0.2777 -0.5104
5 H -1.3030 -2.0142 -1.9510
6 H -1.7116 1.4634 -1.3055
7 H -1.4151 -1.9847 -0.2968
8 H 0.0518 0.0340 -1.8419
9 H 0.5133 -0.3465 -0.1024
10 C 2.3403 0.7510 0.7887
11 C 0.0061 0.3350 0.9277
12 O -0.9912 -0.2643 1.6386
13 N 1.2641 -0.1706 1.1334
14 H -0.5472 -0.9328 2.1858
15 H -0.1967 1.3879 0.7007
16 H 2.2396 1.7467 1.2440
17 H 2.4159 0.9004 -0.3013
18 H 3.2920 0.3358 1.1203

For the HOMO energy, the calculation gives -0.2606 Ha. The total charge is 0.

Here is what Mulliken gives for the atomic charges, in e: C -0.464; N -0.626; N -0.555; H 0.268; H 0.259; H 0.254; H 0.222; H 0.484; H 0.344; C -0.790; C 0.180; O -0.498; N -0.759; H 0.334; H 0.512; H 0.302; H 0.251; H 0.280

***

Q | C3H11N3O | the ωB97M-V functional and the def2-TZVPD basis

Element x y z (Å)
1 C 1.0469 1.8889 0.8726
2 N -0.0963 2.5171 1.0041
3 H -0.2229 3.4660 1.3627
4 H -0.9359 2.0189 0.7157
5 H 0.7358 0.6050 -0.5460
6 H 1.8608 2.4662 1.3591
7 H -0.2602 -0.3638 1.0882
8 C -0.6011 -0.8745 0.1581
9 N -1.9018 -0.3189 -0.1487
10 N 1.4728 -1.4681 -0.9819
11 C 0.3923 -0.5099 -0.9331
12 O -0.6498 -2.2671 0.4139
13 H -0.0449 -2.7022 -0.2153
14 H -2.2673 -0.7492 -0.9932
15 H -2.5436 -0.5369 0.6066
16 H 2.1113 -1.2686 -1.7425
17 H 1.9920 -1.4449 -0.1127
18 H -0.0881 -0.4580 -1.9076

For the HOMO energy, the calculation gives -0.2897 Ha. The total charge is 0.

Here is what Mulliken gives for the atomic charges, in e: C -0.538; N -0.135; H 0.213; H 0.274; H -0.063; H 0.177; H 0.290; C -0.310; N -0.537; N -0.686; C 0.164; O -0.569; H 0.371; H 0.264; H 0.234; H 0.202; H 0.189; H 0.460

***

Stability ranking, top and bottom: Q is the most stable and P is the least stable.

***

P | CHN3O2 | the ωB97M-V functional and the def2-TZVPD basis

Element x y z (Å)
1 O 1.6825 -0.8911 0.3437
2 C 0.5891 -0.3446 0.2078
3 N -0.5263 -0.8573 -0.1875
4 N -1.4475 0.0810 -0.2324
5 N -0.9522 1.1940 -0.2821
6 O 0.5119 1.0068 0.0698
7 H -0.6071 -1.7821 0.3593

Its structure (SMILES) is O=c1[nH]nno1. For the HOMO energy, the calculation gives -0.4021 Ha. The total charge is 0.

Here is what Mulliken gives for the atomic charges, in e: O -0.568; C 0.483; N 0.094; N -0.220; N 0.070; O -0.211; H 0.351

***

Q | CHN3O2 | the ωB97M-V functional and the def2-TZVPD basis

Element x y z (Å)
1 O -0.3677 -1.9166 1.2440
2 C -0.1662 -0.7638 0.7635
3 N 0.9664 0.1134 0.8697
4 N 1.0896 0.8207 -0.1675
5 N 0.0219 0.6175 -1.0663
6 O -0.8747 -0.2968 -0.4206
7 H -0.6694 1.4256 -1.2228

Its structure (SMILES) is O=c1nn[nH]o1. For the HOMO energy, the calculation gives -0.4067 Ha. The total charge is 0.

Here is what Mulliken gives for the atomic charges, in e: O -0.465; C 0.566; N -0.111; N -0.104; N 0.007; O -0.213; H 0.320

***

Stability ranking, top and bottom: P is the most stable and Q is the least stable.

***

P | CH4IP | the ωB97M-V functional and the def2-TZVPD basis

Element x y z (Å)
1 C 1.0506 -0.1412 -0.3167
2 P -0.2264 1.1838 -0.8192
3 I -2.2850 0.2324 0.1326
4 H 1.5412 -0.4365 -1.2000
5 H 0.6684 -0.7687 0.4583
6 H 1.7485 0.3992 0.2785
7 H -2.4973 -0.4689 1.4664

For the HOMO energy, the calculation gives -0.2541 Ha. The total charge is 0.

Here is what Mulliken gives for the atomic charges, in e: C -0.930; P -0.176; I 0.139; H 0.242; H 0.332; H 0.292; H 0.101

***

Q | CH4IP | the ωB97M-V functional and the def2-TZVPD basis

Element x y z (Å)
1 C 0.8973 -0.3407 -0.1355
2 P 0.0265 1.2650 -0.1865
3 I 2.9909 0.0023 0.1140
4 H 0.6344 -1.1889 0.4272
5 H 0.8556 -0.6271 -1.5549
6 H -1.3169 0.7112 -0.1668
7 H -0.2568 1.5376 1.1362

For the HOMO energy, the calculation gives -0.3477 Ha. The total charge is 0.

Here is what Mulliken gives for the atomic charges, in e: C -0.717; P -0.075; I 0.053; H 0.395; H 0.249; H 0.051; H 0.044

***

Stability ranking, top and bottom: Q is the most stable and P is the least stable.